Version a
This record from the OMol25 dataset describes a cluster of 8 separate species, H16O8 in total. The level of theory is ωB97M-V/def2-TZVPD.

Element x y z (Å)
O1 -18.218 15.189 11.771
H1 -18.366 16.001 11.278
H2 -17.269 15.220 11.752
O2 -12.031 19.276 12.891
H3 -11.807 19.514 13.772
H4 -12.971 19.196 12.792
O3 -12.657 17.899 15.402
H5 -12.722 17.465 16.274
H6 -13.324 17.575 14.799
O4 -15.063 17.176 13.999
H7 -15.636 16.441 13.800
H8 -15.271 17.960 13.482
O5 -16.746 14.945 16.433
H9 -17.103 15.462 15.684
H10 -16.956 14.016 16.270
O6 -13.469 16.290 11.923
H11 -13.843 16.584 12.734
H12 -13.131 16.988 11.380
O7 -15.552 14.445 13.306
H13 -16.316 13.989 13.652
H14 -15.001 13.800 12.798
O8 -14.593 19.486 12.029
H15 -14.125 20.113 11.450
H16 -15.120 19.008 11.410

Results
- Kohn-Sham gap: 10.56 eV
- Highest occupied orbital energy: -10.69 eV
- LUMO: -0.13 eV

natural (NBO) atomic charge list, values in e, 8 entries: -0.93 0.46 0.47 -0.97 0.49 0.47 -0.98 0.48

=====

Version b
This record from the OMol25 dataset describes a cluster of 8 separate species, H16O8 in total. The level of theory is ωB97M-V/def2-TZVPD.

Element x y z (Å)
O1 -1.554 -0.982 -0.926
H1 -0.700 -0.954 -1.302
H2 -1.487 -1.549 -0.171
O2 1.093 -1.489 0.952
H3 0.647 -0.700 1.169
H4 1.794 -1.580 1.610
O3 -1.703 -2.756 0.977
H5 -1.966 -3.649 1.283
H6 -1.703 -2.118 1.724
O4 -2.528 0.774 -2.972
H7 -2.744 0.239 -3.698
H8 -2.622 0.209 -2.214
O5 3.173 -0.224 -1.520
H9 3.413 -0.257 -0.602
H10 2.432 0.438 -1.438
O6 1.420 1.679 -0.760
H11 0.718 2.159 -1.261
H12 2.151 2.274 -0.726
O7 -0.556 0.855 0.833
H13 -1.053 0.356 0.172
H14 0.241 1.033 0.336
O8 0.432 2.436 3.045
H15 -0.087 1.929 2.381
H16 1.179 1.885 3.113

Results
- Kohn-Sham gap: 11.05 eV
- Highest occupied orbital energy: -10.99 eV
- LUMO: 0.06 eV

natural (NBO) atomic charge list, values in e, 8 entries: -0.97 0.48 0.50 -0.95 0.47 0.47 -0.97 0.50

=====

In order of decreasing stability: version b, version a.

=====

Version a
This record from the OMol25 dataset describes a cluster of 8 separate species, H16O8 in total. The level of theory is ωB97M-V/def2-TZVPD.

Element x y z (Å)
O1 -3.830 0.222 -1.792
H1 -2.956 -0.164 -1.853
H2 -3.680 1.104 -1.454
O2 4.542 -1.644 2.977
H3 3.772 -1.325 2.506
H4 5.074 -2.072 2.307
O3 -2.434 2.907 1.786
H5 -3.061 3.605 1.593
H6 -2.642 2.640 2.682
O4 3.877 -0.387 -2.986
H7 3.226 -1.049 -2.754
H8 3.594 -0.061 -3.840
O5 -1.773 -4.539 2.410
H9 -2.102 -3.809 2.935
H10 -0.842 -4.589 2.625
O6 -0.278 -2.382 -3.287
H11 -0.718 -3.219 -3.140
H12 -0.660 -2.050 -4.100
O7 0.052 6.172 0.104
H13 -0.343 6.930 0.534
H14 -0.251 5.422 0.615
O8 0.773 -0.616 0.961
H15 0.015 -0.039 1.048
H16 0.645 -1.057 0.121

Results
- Kohn-Sham gap: 11.34 eV
- Highest occupied orbital energy: -11.29 eV
- LUMO: 0.05 eV

natural (NBO) atomic charge list, values in e, 8 entries: -0.94 0.47 0.47 -0.94 0.47 0.47 -0.94 0.47

=====

Version b
This record from the OMol25 dataset describes a cluster of 8 separate species, H16O8 in total. The level of theory is ωB97M-V/def2-TZVPD.

Element x y z (Å)
O1 0.872 1.059 -2.362
H1 1.507 0.976 -1.672
H2 0.099 0.941 -1.809
O2 -2.099 0.593 -2.383
H3 -2.065 1.322 -3.003
H4 -2.754 0.022 -2.761
O3 3.008 1.169 -0.626
H5 3.951 1.178 -0.941
H6 2.845 0.296 -0.227
O4 0.277 -2.365 2.184
H7 0.259 -1.416 2.544
H8 -0.313 -2.956 2.646
O5 -0.539 -0.191 0.054
H9 0.250 -0.725 0.044
H10 -0.816 -0.181 -0.842
O6 -2.526 -0.798 2.099
H11 -1.787 -0.672 1.510
H12 -2.365 -1.629 2.599
O7 -1.316 2.548 -0.623
H13 -1.807 1.842 -1.092
H14 -1.674 2.665 0.234
O8 2.294 -1.084 1.122
H15 2.993 -0.891 1.793
H16 1.703 -1.711 1.519

Results
- Kohn-Sham gap: 10.33 eV
- Highest occupied orbital energy: -10.21 eV
- LUMO: 0.12 eV

natural (NBO) atomic charge list, values in e, 8 entries: -0.95 0.48 0.45 -0.96 0.49 0.49 -0.97 0.48

=====

Version c
This record from the OMol25 dataset describes a cluster of 8 separate species, H16O8 in total. The level of theory is ωB97M-V/def2-TZVPD.

Element x y z (Å)
H1 0.631 -0.948 -0.598
H2 -0.772 -0.836 -0.024
H3 -2.722 -0.112 -1.996
H4 -2.825 -1.626 -1.903
H5 -3.215 1.867 1.022
H6 -2.724 2.771 -0.096
H7 2.743 -2.323 -1.309
H8 1.484 -3.145 -1.532
H9 0.785 3.693 -1.395
H10 1.982 4.119 -0.561
H11 4.638 1.497 1.019
H12 5.410 0.868 -0.129
H13 -1.912 -2.098 0.051
H14 -2.417 -0.996 0.967
H15 -0.244 -1.295 2.306
H16 0.643 -1.800 3.432
O1 -0.187 -0.446 -0.684
O2 -3.170 -0.815 -1.512
O3 -3.153 2.794 0.766
O4 2.337 -3.167 -1.083
O5 1.020 4.062 -0.536
O6 4.553 0.849 0.311
O7 -2.680 -1.541 0.217
O8 -0.204 -1.372 3.266

Results
- Kohn-Sham gap: 9.16 eV
- Highest occupied orbital energy: -9.35 eV
- LUMO: -0.19 eV

natural (NBO) atomic charge list, values in e, 8 entries: 0.47 0.45 0.46 0.46 0.46 0.47 0.47 0.47

=====

Version d
This record from the OMol25 dataset describes a cluster of 8 separate species, H16O8 in total. The level of theory is ωB97M-V/def2-TZVPD.

Element x y z (Å)
O1 1.393 1.398 5.826
H1 1.657 0.565 5.416
H2 0.763 1.156 6.511
O2 6.891 -0.553 3.510
H3 7.158 0.153 4.111
H4 7.195 -1.360 3.936
O3 3.723 -0.993 5.440
H5 3.572 -0.977 6.390
H6 3.735 -1.925 5.201
O4 4.135 2.315 6.390
H7 4.342 2.209 5.452
H8 3.316 1.815 6.488
O5 5.829 2.678 1.161
H9 6.180 1.853 0.787
H10 6.609 3.193 1.381
O6 2.464 3.467 3.556
H11 1.986 3.033 4.271
H12 3.205 2.876 3.353
O7 4.397 1.366 3.659
H13 4.048 0.624 4.172
H14 5.200 1.032 3.245
O8 7.312 0.370 0.799
H15 8.100 -0.003 0.397
H16 7.312 0.066 1.718

Results
- Kohn-Sham gap: 9.59 eV
- Highest occupied orbital energy: -9.85 eV
- LUMO: -0.25 eV

natural (NBO) atomic charge list, values in e, 8 entries: -0.95 0.48 0.48 -0.96 0.49 0.49 -0.96 0.49

=====

In order of decreasing stability: version d, version b, version a, version c.

=====

Version a
This record from the OMol25 dataset describes a cluster of 8 separate species, H16O8 in total. The level of theory is ωB97M-V/def2-TZVPD.

Element x y z (Å)
H1 -0.435 -0.515 0.099
H2 0.985 -0.009 0.342
H3 1.771 0.448 3.735
H4 2.587 1.394 4.297
H5 -2.822 1.764 -1.251
H6 -2.029 2.645 -2.300
H7 0.608 2.379 -3.073
H8 1.984 3.013 -2.920
H9 1.858 -1.419 -1.685
H10 2.968 -0.332 -1.673
H11 -0.510 1.491 3.874
H12 0.000 2.832 3.363
H13 -3.620 -3.707 2.076
H14 -2.232 -4.236 1.420
H15 -0.713 -3.455 -3.090
H16 -0.225 -2.039 -3.809
O1 0.153 -0.208 0.796
O2 2.704 0.494 4.057
O3 -2.463 2.678 -1.441
O4 1.497 2.268 -2.579
O5 2.061 -0.417 -1.772
O6 -0.468 2.001 3.057
O7 -2.768 -4.288 2.224
O8 -0.890 -2.781 -3.748

Results
- Kohn-Sham gap: 10.94 eV
- Highest occupied orbital energy: -10.98 eV
- LUMO: -0.04 eV

natural (NBO) atomic charge list, values in e, 8 entries: 0.46 0.49 0.47 0.45 0.47 0.46 0.46 0.46

=====

Version b
This record from the OMol25 dataset describes a cluster of 8 separate species, H16O8 in total. The level of theory is ωB97M-V/def2-TZVPD.

Element x y z (Å)
O1 -0.429 3.132 -0.594
H1 -0.199 2.218 -0.410
H2 0.216 3.525 -1.171
O2 -2.311 -0.461 -0.863
H3 -2.938 -0.111 -0.214
H4 -2.614 -1.322 -1.214
O3 -1.037 0.203 3.652
H5 -0.315 -0.150 2.971
H6 -0.563 1.016 3.808
O4 1.727 -2.718 0.034
H7 1.152 -2.781 -0.592
H8 2.434 -2.735 -0.614
O5 0.805 -1.305 2.164
H9 1.010 -1.746 1.395
H10 1.646 -0.891 2.300
O6 -2.204 1.276 -3.116
H11 -2.314 2.157 -2.664
H12 -2.056 0.600 -2.224
O7 2.890 0.374 -0.777
H13 3.086 -0.056 -1.539
H14 1.916 0.225 -0.622
O8 0.183 0.214 -0.026
H15 -0.578 -0.355 -0.458
H16 0.497 -0.303 0.771

Results
- Kohn-Sham gap: 10.19 eV
- Highest occupied orbital energy: -10.52 eV
- LUMO: -0.32 eV

natural (NBO) atomic charge list, values in e, 8 entries: -0.97 0.49 0.47 -0.96 0.52 0.50 -0.95 0.48

=====

In order of decreasing stability: version b, version a.

=====

Version a
This record from the OMol25 dataset describes a cluster of 8 separate species, H16O8 in total. The level of theory is ωB97M-V/def2-TZVPD.

Element x y z (Å)
H1 -0.090 0.541 0.540
H2 -1.346 -0.291 0.340
H3 -3.154 -1.499 1.571
H4 -3.316 -0.667 0.310
H5 5.323 -0.701 -0.692
H6 4.187 0.006 0.030
H7 0.941 -1.285 0.062
H8 2.057 -1.574 1.053
H9 1.372 3.144 0.715
H10 2.378 2.899 1.828
H11 -5.914 1.792 -1.520
H12 -4.928 0.962 -0.714
H13 2.325 1.666 -0.792
H14 1.322 2.435 -1.636
H15 -0.236 -2.618 -0.330
H16 0.842 -2.971 -1.340
O1 -0.402 -0.371 0.518
O2 -3.617 -1.482 0.726
O3 4.383 -0.781 -0.490
O4 1.183 -1.878 0.782
O5 1.685 2.462 1.320
O6 -5.667 1.573 -0.615
O7 2.050 2.562 -1.016
O8 0.163 -2.314 -1.153

Results
- Kohn-Sham gap: 9.53 eV
- Highest occupied orbital energy: -9.52 eV
- LUMO: 0.01 eV

natural (NBO) atomic charge list, values in e, 8 entries: 0.48 0.46 0.48 0.45 0.47 0.46 0.50 0.46

=====

Version b
This record from the OMol25 dataset describes a cluster of 8 separate species, H16O8 in total. The level of theory is ωB97M-V/def2-TZVPD.

Element x y z (Å)
O1 -1.543 2.053 -3.441
H1 -1.141 2.310 -2.611
H2 -0.812 1.743 -3.976
O2 -0.393 -0.264 0.217
H3 -0.406 0.508 -0.349
H4 0.204 -0.030 0.928
O3 0.790 -2.067 3.040
H5 1.678 -2.363 3.239
H6 0.867 -1.116 2.960
O4 0.654 0.019 -3.025
H7 0.662 -0.751 -3.593
H8 0.086 -0.227 -2.295
O5 1.234 0.730 2.497
H9 2.124 0.386 2.415
H10 1.353 1.634 2.789
O6 1.189 -3.278 0.569
H11 0.925 -2.699 1.284
H12 1.845 -3.857 0.958
O7 -3.118 0.031 0.542
H13 -2.258 -0.104 0.145
H14 -3.687 -0.600 0.102
O8 -0.288 2.317 -0.830
H15 -0.109 2.821 -0.037
H16 0.147 2.805 -1.529

Results
- Kohn-Sham gap: 10.10 eV
- Highest occupied orbital energy: -10.43 eV
- LUMO: -0.33 eV

natural (NBO) atomic charge list, values in e, 8 entries: -0.94 0.46 0.48 -0.98 0.48 0.49 -0.94 0.46

=====

Version c
This record from the OMol25 dataset describes a cluster of 8 separate species, H16O8 in total. The level of theory is ωB97M-V/def2-TZVPD.

Element x y z (Å)
H1 0.104 -1.476 -0.636
H2 1.057 -0.294 -0.568
H3 -1.931 -0.083 1.473
H4 -1.736 1.378 1.103
H5 0.218 1.351 3.437
H6 -1.121 1.317 4.155
H7 -2.591 -1.178 -3.389
H8 -2.007 -2.315 -4.212
H9 -1.357 -3.487 -0.875
H10 0.153 -3.578 -0.728
H11 0.305 3.061 1.639
H12 0.482 3.400 3.111
H13 1.479 -0.581 -3.582
H14 2.630 -1.184 -2.794
H15 2.798 1.443 1.069
H16 2.632 2.405 -0.096
O1 0.156 -0.557 -0.349
O2 -2.357 0.779 1.533
O3 -0.238 0.931 4.175
O4 -2.180 -2.046 -3.303
O5 -0.536 -3.321 -1.352
O6 -0.040 2.851 2.515
O7 1.915 -0.542 -2.724
O8 2.164 1.724 0.400

Results
- Kohn-Sham gap: 10.37 eV
- Highest occupied orbital energy: -10.10 eV
- LUMO: 0.27 eV

natural (NBO) atomic charge list, values in e, 8 entries: 0.48 0.48 0.48 0.47 0.48 0.47 0.47 0.46

=====

Version d
This record from the OMol25 dataset describes a cluster of 8 separate species, H16O8 in total. The level of theory is ωB97M-V/def2-TZVPD.

Element x y z (Å)
O1 0.131 -0.677 -0.675
H1 0.457 -0.016 0.042
H2 -0.784 -0.612 -0.662
O2 -0.576 1.070 1.407
H3 -1.272 1.323 0.847
H4 -0.969 0.309 1.801
O3 2.705 -0.027 1.503
H5 2.929 -0.345 0.748
H6 3.225 0.671 1.634
O4 1.078 -0.535 3.656
H7 1.585 -0.082 4.221
H8 1.536 -0.495 2.720
O5 0.767 1.470 -2.770
H9 0.401 0.998 -1.938
H10 0.367 2.518 -2.714
O6 2.678 -1.982 -0.501
H11 1.768 -1.614 -0.698
H12 3.038 -2.202 -1.340
O7 -3.331 1.518 -0.307
H13 -3.212 0.496 -0.343
H14 -4.048 1.834 -0.922
O8 -2.872 -0.893 -1.623
H15 -3.011 -1.773 -1.610
H16 -2.588 -0.955 -2.474

Results
- Kohn-Sham gap: 10.46 eV
- Highest occupied orbital energy: -10.42 eV
- LUMO: 0.04 eV

natural (NBO) atomic charge list, values in e, 8 entries: -1.00 0.52 0.48 -0.93 0.47 0.47 -0.92 0.48

=====

In order of decreasing stability: version b, version c, version d, version a.